No. 1
{
  "formula": "C3HGdO",
  "method": "wB97M-V/def2-TZVPD",
  "symbols": ["O", "C", "C", "C", "H", "Gd"],
  "xyz": [[-0.082, 0.388, 0.380], [0.682, -0.246, 1.164], [1.836, -0.959, 1.395], [1.139, -0.625, 2.553], [0.908, -1.155, 3.482], [-1.101, 0.538, -1.697]],
  "forces_ev_per_a": [[0.0, -1.2, 0.0], [0.3, 1.1, 0.8], [-0.9, 0.8, 1.8], [0.0, -2.0, -4.1], [0.0, 1.1, 0.4], [0.5, 0.1, 1.2]],
  "homo_ev": [-18.491, -18.216],
  "charge": 2,
  "multiplicity": 8,
  "lumo_ev": [-10.46, -10.30],
  "s_squared": 16.78
}

---

No. 2
{
  "formula": "C4H13O5P",
  "method": "wB97M-V/def2-TZVPD",
  "symbols": ["C", "O", "P", "O", "O", "C", "O", "C", "H", "H", "H", "H", "H", "H", "H", "H", "H", "C", "O", "H", "H", "H", "H"],
  "xyz": [[32.827, 15.954, 14.516], [34.100, 15.688, 13.942], [34.892, 16.851, 13.222], [36.220, 16.452, 12.771], [33.901, 17.369, 12.101], [33.982, 16.828, 10.767], [34.801, 18.021, 14.266], [35.736, 19.088, 14.295], [32.193, 16.540, 13.849], [32.908, 16.570, 15.421], [32.403, 15.004, 14.822], [32.967, 16.623, 10.429], [34.540, 15.894, 10.753], [34.431, 17.565, 10.107], [36.362, 19.115, 13.402], [36.385, 18.975, 15.162], [35.186, 20.026, 14.359], [28.965, 17.458, 13.233], [28.915, 18.163, 12.024], [29.823, 16.773, 13.318], [29.036, 18.128, 14.101], [28.084, 16.839, 13.381], [29.685, 18.736, 11.975]],
  "forces_ev_per_a": [[-0.2, 0.5, 0.7], [0.1, 0.0, 0.1], [0.0, -0.2, 0.0], [0.1, 0.0, -0.1], [0.0, 0.2, -0.5], [-0.3, -0.2, 0.1], [-0.3, -0.1, 0.3], [0.4, 0.5, -0.1], [-0.1, -0.4, -0.3], [0.3, -0.1, -0.1], [-0.2, -0.1, -0.3], [0.0, 0.1, 0.1], [0.2, 0.1, 0.0], [0.2, 0.0, 0.0], [-0.1, -0.1, 0.0], [-0.1, 0.0, 0.0], [0.0, -0.1, 0.1], [0.6, -0.3, 1.2], [-0.2, 0.0, -0.4], [0.0, 0.1, -0.3], [-0.1, 0.0, -0.1], [-0.2, 0.2, -0.4], [0.0, 0.0, 0.0]],
  "smiles": "COP(=O)(OC)OC.CO",
  "homo_ev": -10.566,
  "charge": 0,
  "lumo_ev": 0.55
}

---

No. 3
{
  "formula": "C4H6N2O",
  "method": "wB97M-V/def2-TZVPD",
  "symbols": ["N", "C", "O", "C", "C", "C", "N", "H", "H", "H", "H", "H", "H"],
  "xyz": [[1.583, -1.285, -1.074], [1.078, -0.306, -0.481], [1.613, 0.828, 0.079], [0.332, 1.242, 0.638], [-0.301, -0.001, 0.057], [-1.923, -0.377, -0.281], [-1.063, -0.972, 0.730], [2.596, -1.230, -1.181], [0.342, 1.237, 1.727], [0.035, 2.218, 0.241], [-1.103, 0.062, -1.076], [-2.430, 0.474, 0.198], [-0.760, -1.891, 0.423]],
  "forces_ev_per_a": [[-0.2, 0.3, 0.1], [-0.1, -0.4, -0.3], [0.1, 0.0, -0.1], [-0.2, 0.2, 0.4], [0.5, 0.0, 1.1], [0.9, 1.1, -0.4], [0.1, -0.3, 0.1], [-0.1, 0.1, 0.1], [0.1, 0.1, 0.0], [0.0, -0.3, 0.0], [-1.4, -0.7, -0.8], [0.1, -0.1, -0.3], [0.1, -0.1, 0.1]],
  "homo_ev": -9.239,
  "charge": 0,
  "lumo_ev": 0.90
}

---

No. 4
{
  "formula": "C61H46FNO3P3S2SiTb",
  "method": "wB97M-V/def2-TZVPD",
  "symbols": ["Tb", "C", "C", "C", "C", "C", "C", "P", "C", "C", "C", "C", "C", "C", "C", "C", "C", "C", "C", "C", "Si", "C", "C", "C", "C", "C", "C", "P", "C", "C", "C", "C", "C", "C", "C", "C", "C", "C", "C", "C", "C", "C", "C", "C", "C", "C", "P", "C", "C", "C", "C", "C", "C", "C", "C", "C", "C", "C", "C", "H", "H", "H", "H", "H", "H", "H", "H", "H", "H", "H", "H", "H", "H", "H", "H", "H", "H", "H", "H", "H", "H", "H", "H", "H", "H", "H", "H", "H", "H", "H", "H", "H", "H", "H", "H", "H", "H", "H", "H", "H", "H", "F", "S", "O", "S", "O", "N", "C", "O", "C", "C", "C", "C", "C", "C", "H", "H", "H", "H"],
  "xyz": [[-0.059, -1.925, -0.290], [1.791, -5.050, 5.297], [0.737, -4.467, 4.600], [0.969, -3.382, 3.736], [2.300, -2.927, 3.499], [3.306, -3.493, 4.249], [3.083, -4.546, 5.163], [2.496, -1.847, 2.004], [4.084, -2.415, 1.291], [4.125, -3.719, 0.779], [5.315, -4.131, 0.189], [6.348, -3.272, -0.150], [6.246, -1.962, 0.258], [5.133, -1.532, 1.015], [2.830, -0.211, 2.603], [3.754, -0.063, 3.671], [4.028, 1.161, 4.182], [3.459, 2.318, 3.662], [2.515, 2.169, 2.629], [2.237, 0.934, 2.092], [1.251, 0.859, 0.482], [2.547, 1.259, -0.850], [3.850, 1.475, -0.531], [4.838, 1.541, -1.517], [4.517, 1.432, -2.857], [3.181, 1.183, -3.205], [2.224, 1.106, -2.203], [0.608, 0.353, -2.610], [-0.614, 1.733, -2.780], [-0.306, 3.100, -2.564], [-1.304, 4.069, -2.684], [-2.591, 3.632, -2.975], [-2.901, 2.295, -3.302], [-1.887, 1.298, -3.214], [0.653, -0.244, -4.378], [0.628, -1.641, -4.527], [0.595, -2.187, -5.806], [0.602, -1.335, -6.895], [0.624, 0.041, -6.755], [0.563, 0.590, -5.475], [0.321, 2.643, 0.480], [1.006, 3.786, 0.059], [0.364, 5.006, -0.006], [-1.003, 5.132, 0.267], [-1.715, 4.041, 0.699], [-1.042, 2.782, 0.769], [-1.776, 1.164, 1.244], [-3.556, 1.485, 1.323], [-4.443, 1.159, 2.337], [-5.815, 1.139, 2.204], [-6.339, 1.597, 0.986], [-5.470, 1.889, -0.069], [-4.088, 1.867, 0.105], [-1.339, 1.006, 3.057], [-0.611, 1.905, 3.773], [-0.267, 1.623, 5.105], [-0.606, 0.407, 5.691], [-1.365, -0.528, 4.963], [-1.712, -0.221, 3.674], [1.585, -5.980, 5.844], [-0.290, -4.937, 4.664], [0.135, -3.072, 3.111], [4.324, -3.213, 4.068], [3.932, -5.060, 5.564], [3.301, -4.398, 0.966], [5.445, -5.166, -0.031], [7.161, -3.718, -0.730], [7.079, -1.276, 0.001], [5.042, -0.473, 1.270], [4.230, -0.907, 4.186], [4.708, 1.245, 5.021], [3.669, 3.228, 4.122], [2.098, 3.116, 2.199], [4.167, 1.573, 0.499], [5.909, 1.641, -1.170], [5.325, 1.338, -3.550], [2.936, 0.901, -4.168], [0.722, 3.398, -2.305], [-1.111, 5.149, -2.594], [-3.416, 4.329, -3.066], [-3.865, 1.975, -3.548], [-2.055, 0.308, -3.499], [0.472, -2.291, -3.680], [0.381, -3.255, -5.940], [0.549, -1.765, -7.887], [0.770, 0.735, -7.564], [0.527, 1.696, -5.360], [2.068, 3.808, -0.119], [0.886, 5.938, -0.240], [-1.495, 6.099, 0.182], [-2.759, 4.086, 0.984], [-4.032, 0.721, 3.240], [-6.437, 0.807, 3.023], [-7.420, 1.718, 0.824], [-5.698, 2.214, -1.100], [-3.444, 1.972, -0.787], [-0.266, 2.822, 3.290], [0.265, 2.419, 5.664], [-0.410, 0.168, 6.730], [-1.661, -1.477, 5.374], [-2.276, -0.943, 3.138], [1.323, -3.526, -0.573], [-1.798, -2.529, 1.395], [-4.426, -0.978, -5.501], [-3.998, -2.133, -4.737], [-4.302, -3.376, -5.393], [-2.508, -2.222, -4.124], [-2.491, -2.104, -2.818], [-1.441, -2.159, -2.158], [-3.818, -1.910, -2.172], [-4.047, -1.669, -0.855], [-5.383, -1.428, -0.502], [-6.377, -1.526, -1.465], [-6.132, -1.767, -2.827], [-4.795, -1.960, -3.138], [-3.246, -1.738, -0.111], [-5.594, -1.155, 0.491], [-7.375, -1.534, -1.125], [-6.963, -1.842, -3.509]],
  "forces_ev_per_a": [[0.0, -0.1, 0.4], [0.0, -0.4, 0.1], [-0.8, 0.1, -0.2], [0.6, -0.9, 0.0], [-1.6, -0.1, 0.0], [0.4, -0.9, 0.7], [-0.8, 0.5, -1.2], [-1.0, -1.1, -0.7], [-0.3, 0.6, -0.4], [1.0, 0.3, 0.8], [-0.7, -0.4, -0.1], [-0.3, -0.6, 0.2], [0.5, 1.0, 0.1], [0.5, -0.1, -0.7], [1.5, 0.6, 1.9], [-0.6, -1.1, -0.2], [0.6, 1.2, 0.6], [-1.4, -2.0, -1.0], [1.3, 2.3, 1.0], [-0.4, -0.2, -1.1], [-1.4, 0.4, -0.4], [-1.0, -0.3, 0.4], [1.8, 0.5, -0.2], [1.2, 0.3, 0.8], [-0.4, -0.6, 0.6], [1.2, 0.5, 2.1], [-0.4, -0.4, -1.1], [-0.6, 0.0, -0.1], [0.3, -0.1, -0.4], [0.0, -0.5, -0.3], [-0.1, -0.4, -0.2], [-0.8, -0.7, -0.9], [2.9, -0.3, 1.0], [0.1, 3.7, 0.8], [-0.2, -0.3, 1.4], [-0.2, 0.4, -0.6], [-0.7, -0.1, 0.4], [0.1, -0.3, -0.8], [0.2, 0.4, 0.9], [0.7, 0.7, -0.4], [0.3, -0.8, -0.4], [-0.2, 0.9, 0.8], [-0.5, 0.8, 0.0], [0.2, 0.2, 0.3], [0.6, -1.6, 0.0], [-0.4, 0.3, 0.5], [0.3, -0.1, 0.8], [0.0, 0.3, -0.4], [0.6, -1.2, 1.1], [-0.1, 1.0, -1.2], [-0.6, 0.0, -0.4], [0.8, 0.9, -0.6], [-0.5, -0.6, -0.6], [-0.7, -1.5, -0.9], [0.6, 0.6, 0.5], [0.4, 0.5, 0.4], [-0.7, 0.0, -0.1], [0.7, 1.0, 0.1], [0.1, 0.9, -0.2], [0.3, 0.5, 0.0], [1.3, 0.8, -0.1], [0.0, 0.4, -0.1], [0.5, 0.2, -0.1], [0.3, -0.1, 0.5], [0.1, 0.0, -0.2], [-0.1, -0.7, -0.4], [0.0, 0.6, 0.3], [-0.8, -0.2, 0.3], [0.1, -0.4, 0.1], [-0.3, 0.1, -0.6], [0.1, 0.0, 0.1], [0.3, 1.6, 0.5], [0.2, -1.2, 0.4], [-0.1, 0.0, 0.2], [-1.2, -0.1, -0.6], [0.2, 0.2, -0.7], [-0.5, -0.2, -2.0], [-0.7, -0.3, -0.3], [0.0, -0.7, 0.2], [0.1, 0.3, 0.1], [-1.5, -0.2, -0.5], [-0.3, -1.4, -0.3], [0.3, 0.1, 0.2], [0.4, 0.5, 0.1], [0.1, 0.0, -0.1], [-0.4, -0.1, -0.5], [0.0, -0.9, 0.0], [0.3, -0.4, -0.2], [0.2, -0.4, -0.2], [0.1, 0.0, 0.0], [0.0, 0.1, -0.1], [0.1, 0.3, 0.1], [-0.1, 0.1, 0.0], [0.5, -0.3, 0.1], [-0.9, -0.3, 0.8], [-0.3, 0.2, 0.6], [-0.1, -0.1, 0.3], [-0.2, -0.8, -0.2], [0.4, 0.3, 0.0], [0.0, -0.2, 0.2], [-0.3, -0.4, -0.7], [-0.2, 0.4, -0.1], [0.5, -0.4, 0.1], [1.0, 0.3, 0.2], [-1.2, -0.4, 0.8], [-0.1, -0.5, 0.0], [0.1, 0.6, -1.5], [0.0, -0.1, 0.2], [0.7, 0.1, 0.7], [0.6, -0.2, -1.1], [-0.9, 0.3, 0.9], [1.0, -0.5, -1.4], [0.4, -0.3, -0.3], [0.7, -0.2, 1.1], [-1.0, 0.2, -0.6], [-0.2, 0.2, -0.1], [-0.5, 0.1, 1.2], [-1.2, 0.5, 0.2], [0.1, 0.0, -0.3]],
  "homo_ev": [-1.604, -1.660],
  "charge": -2,
  "multiplicity": 7,
  "lumo_ev": [4.04, 4.04],
  "s_squared": 12.14
}

---

no.,electronic energy (hartree),strongest force on any atom (eV/A)
1,-954.962214,4.586
2,-877.826249,1.313
3,-340.592781,1.716
4,-5666.945107,3.830